Record 1
A cluster of 6 separate species, C46H52N10OPS2 in total at a distorted geometry. Source: the Open Molecules 2025 dataset; level of theory: the ωB97M-V functional and the def2-TZVPD basis.

Results
- net charge = +1
- energy (eV) = -96446.60779
- HOMO-LUMO gap (eV) = 7.6
- M (g/mol) = 856.099
- LUMO level (eV) = -2.39

Atoms and positions in Å:
C (-0.955543, 5.283731, 4.377286)
C (-1.168198, 5.190705, 2.867108)
C (0.070873, 4.667327, 2.140171)
N (0.068588, 3.230993, 1.857096)
C (1.161433, 2.505283, 1.659968)
N (0.828564, 1.257122, 1.388032)
C (-0.487492, 1.180456, 1.443610)
N (-1.222375, 0.074617, 1.237973)
C (-0.567787, -1.212783, 0.868310)
C (-0.265434, -1.324738, -0.620383)
C (1.173773, -0.929793, -0.974180)
S (2.117408, -2.157395, -1.920820)
C (1.659613, -1.943858, -3.645110)
S (1.243093, -3.261644, -4.483589)
N (1.770180, -0.620342, -4.135170)
C (0.614834, 0.207178, -3.882624)
C (0.838404, 1.582108, -3.802151)
C (-0.195244, 2.474265, -3.573848)
C (-1.490606, 1.975120, -3.442817)
C (-1.712773, 0.607949, -3.515449)
C (-0.673895, -0.290077, -3.736070)
C (2.239989, -0.508982, -5.500916)
C (3.553728, -0.096411, -5.681930)
C (4.072893, 0.072543, -6.959748)
C (3.282049, -0.171264, -8.076307)
C (1.969115, -0.594928, -7.894252)
C (1.450333, -0.752862, -6.615155)
P (-2.892736, 0.260736, 1.457310)
O (-3.456469, 1.372552, 0.666836)
N (-0.979666, 2.409916, 1.732943)
H (-0.986259, 4.306426, 4.856667)
H (0.006634, 5.728215, 4.621407)
H (-1.752893, 5.857114, 4.836480)
H (-2.033989, 4.547233, 2.712666)
H (-1.436621, 6.173523, 2.495055)
H (0.206809, 5.229273, 1.220378)
H (0.947861, 4.884217, 2.738678)
H (2.162085, 2.892322, 1.716817)
H (-1.242109, -1.998314, 1.196133)
H (0.326965, -1.304719, 1.479208)
H (-0.946584, -0.683874, -1.176902)
H (-0.510546, -2.335397, -0.938624)
H (1.729169, -0.815095, -0.045934)
H (1.243906, 0.025860, -1.483003)
H (1.848519, 1.947364, -3.916717)
H (0.000283, 3.531855, -3.505383)
H (-2.312729, 2.651663, -3.268719)
H (-2.730014, 0.253749, -3.418835)
H (-0.839041, -1.354472, -3.800362)
H (4.178756, 0.122789, -4.829557)
H (5.083622, 0.414494, -7.120764)
H (3.672306, -0.025529, -9.070741)
H (1.340128, -0.794896, -8.748283)
H (0.424420, -1.072674, -6.507634)
H (-3.059888, 0.549889, 2.829622)
H (-3.428825, -1.024670, 1.255300)
H (-1.943905, 2.707226, 1.805791)
N (2.178423, -2.332916, 3.108418)
C (3.120497, -3.216088, 3.435100)
C (4.131611, -2.954947, 4.348016)
C (4.169961, -1.708486, 4.951403)
C (3.198731, -0.776369, 4.620827)
C (2.230978, -1.141474, 3.699789)
H (3.056011, -4.177141, 2.937975)
H (4.869381, -3.710594, 4.578045)
H (4.944448, -1.467120, 5.667747)
H (3.191734, 0.208997, 5.066955)
H (1.445937, -0.451059, 3.408048)
N (-3.995735, -3.385830, 0.888606)
C (-3.907629, -4.498314, 1.618817)
C (-3.894798, -5.772207, 1.075417)
C (-3.983768, -5.901444, -0.301285)
C (-4.079450, -4.758098, -1.077828)
C (-4.077640, -3.531282, -0.435450)
H (-3.846077, -4.353144, 2.691758)
H (-3.819501, -6.639556, 1.716289)
H (-3.980510, -6.879878, -0.764106)
H (-4.156616, -4.819163, -2.154918)
H (-4.149998, -2.609710, -1.005369)
N (-3.284455, 3.440262, 6.223112)
C (-2.986265, 3.072582, 7.468096)
C (-3.006588, 1.757529, 7.910048)
C (-3.362271, 0.766956, 7.011318)
C (-3.679853, 1.130074, 5.711755)
C (-3.622611, 2.472628, 5.371447)
H (-2.719286, 3.878566, 8.142343)
H (-2.752814, 1.519787, 8.933511)
H (-3.394581, -0.270434, 7.317934)
H (-3.968947, 0.387863, 4.979739)
H (-3.864876, 2.799704, 4.363406)
N (-3.469966, -5.852428, -5.139808)
C (-3.240896, -7.105423, -5.530691)
C (-2.138240, -7.486561, -6.279613)
C (-1.223931, -6.512552, -6.645977)
C (-1.449254, -5.203856, -6.250630)
C (-2.580857, -4.929376, -5.501906)
H (-3.982630, -7.835157, -5.224836)
H (-2.001439, -8.519751, -6.566811)
H (-0.349770, -6.768715, -7.230354)
H (-0.761507, -4.412166, -6.516224)
H (-2.792633, -3.917620, -5.169380)
N (3.518672, 5.567520, 2.005078)
C (4.006831, 5.219888, 3.197923)
C (5.355735, 5.229001, 3.510801)
C (6.253944, 5.617318, 2.529823)
C (5.767567, 5.980196, 1.284789)
C (4.398573, 5.939873, 1.074505)
H (3.271433, 4.920914, 3.939563)
H (5.692597, 4.940265, 4.496562)
H (7.316424, 5.637644, 2.733269)
H (6.433930, 6.289633, 0.492163)
H (3.977262, 6.220562, 0.115922)

Force components x, y, z for each atom (eV/Å):
0.0 -0.3 0.1
0.1 -0.3 0.8
-0.8 1.0 -0.1
1.6 1.0 0.5
-1.1 -0.4 -0.1
1.2 -1.0 -0.1
0.2 0.7 -0.2
-0.5 -0.1 0.4
-0.1 0.1 0.2
-0.1 0.2 -0.2
0.3 0.0 0.0
-0.3 -0.3 -0.1
-0.2 0.2 0.7
0.4 -0.1 -0.2
-0.8 -0.5 -0.4
0.2 0.4 0.2
0.1 0.2 0.0
-0.2 -0.6 -0.1
0.2 0.0 0.1
-0.3 0.1 -0.1
0.3 0.2 -0.1
0.5 0.3 -0.2
0.2 0.1 -0.2
-0.2 0.0 -0.4
-0.3 -0.1 0.4
0.2 0.1 0.2
-0.2 0.0 -0.2
-0.9 0.0 -0.1
0.2 0.3 0.0
-0.7 -0.6 -0.1
0.0 -0.1 0.0
0.0 0.2 0.0
0.0 0.1 0.1
-0.2 0.1 -0.3
0.1 0.0 -0.3
0.0 -0.3 -0.3
0.2 -0.2 0.0
0.1 0.2 0.0
-0.2 0.0 0.0
0.1 -0.1 0.0
-0.2 0.0 0.0
0.3 -0.2 0.0
0.3 -0.1 0.0
-0.1 0.1 0.0
0.1 0.0 0.0
0.0 0.1 0.0
-0.1 0.0 0.0
0.0 -0.2 0.0
-0.2 -0.1 0.0
0.0 -0.1 0.2
0.1 0.0 0.2
0.1 0.0 -0.1
-0.1 0.0 -0.1
-0.1 0.0 0.1
0.3 -0.3 0.0
0.4 -0.1 0.0
-0.1 0.2 -0.3
0.0 0.1 0.0
-0.1 -0.1 -0.1
0.0 0.1 0.0
0.0 0.0 0.0
0.0 0.0 0.0
-0.1 0.0 -0.1
0.0 0.0 0.0
0.0 0.0 0.0
0.0 0.0 0.0
0.0 0.0 0.0
0.1 0.1 0.1
0.1 0.0 -0.1
0.0 0.1 0.1
0.0 0.0 0.0
0.0 -0.1 0.0
0.0 0.0 0.0
0.0 0.1 0.0
0.0 -0.1 0.0
0.0 0.0 0.0
0.0 0.0 0.0
0.0 0.0 0.0
0.0 0.0 0.0
0.0 -0.2 0.0
0.0 0.1 0.0
0.0 0.0 0.0
0.0 -0.1 0.0
0.0 0.0 0.0
0.0 0.1 0.0
0.0 0.0 0.0
0.0 0.0 0.0
0.0 0.0 0.0
0.0 0.0 0.0
-0.1 0.0 0.0
0.0 0.0 0.1
-0.1 0.0 0.1
0.0 0.0 0.0
0.0 0.0 0.0
0.1 0.0 -0.1
-0.1 0.0 0.1
0.0 0.0 0.0
0.0 0.0 0.0
0.0 0.0 0.0
0.0 0.0 0.0
0.0 0.0 0.0
0.0 -0.2 0.1
-0.1 0.0 -0.1
0.0 0.0 0.0
0.1 0.0 0.0
0.0 0.0 0.0
-0.1 0.0 -0.1
0.1 0.0 0.1
0.0 0.0 0.0
0.0 0.0 0.0
0.0 0.0 0.0
0.1 0.0 0.0

Results of the Mulliken charge analysis, in e, for atoms 1 through 5:
1. C -1.17
2. C -0.53
3. C 0.18
4. N 0.05
5. C -0.60

***

Record 2
A structure of composition C46H53BeBrCl4F2MgN3O9S2 at a distorted geometry. Source: the Open Molecules 2025 dataset; level of theory: the ωB97M-V functional and the def2-TZVPD basis.

Results
- net charge = +1
- energy (eV) = -224505.43583
- HOMO-LUMO gap (eV) = 1.4
- M (g/mol) = 1149.105
- LUMO level (eV) = -7.27

Atoms and positions in Å:
C (-0.250657, -9.134525, 1.016683)
C (-1.366858, -8.012829, 0.789367)
C (-2.325090, -8.210875, -0.492082)
N (-1.574837, -6.960445, 1.600276)
C (-0.379830, -6.085846, 1.618232)
C (0.842408, -6.434796, 2.537342)
C (2.141695, -5.606803, 2.650686)
C (2.278883, -4.348039, 1.757033)
C (1.092131, -3.967217, 0.835707)
C (-0.252722, -4.795727, 0.757758)
C (-1.398109, -4.223274, -0.224342)
O (-2.106155, -4.961368, -0.961138)
C (-1.524641, -2.614591, -0.220065)
C (-2.875891, -1.868782, -0.288406)
C (-2.819250, -0.303659, -0.224619)
C (-1.496805, 0.511180, -0.108568)
C (-0.117805, -0.246986, -0.074399)
C (1.203801, 0.644185, -0.005559)
C (2.268301, 0.182291, 1.092689)
C (1.946897, 0.093234, 2.616829)
C (3.004228, -0.331305, 3.679782)
C (4.449295, -0.732706, 3.237372)
C (4.827061, -0.658370, 1.719794)
C (3.751008, -0.187749, 0.687339)
C (4.265219, -0.106302, -0.850924)
C (-0.184463, -1.787081, -0.134793)
C (1.171424, -2.662231, -0.111160)
O (2.189892, -2.393875, -0.789377)
H (0.784905, -8.723298, 0.703775)
H (-0.441215, -10.046642, 0.332193)
H (-0.176599, -9.523187, 2.086134)
H (-2.160774, -9.266793, -0.918037)
H (-1.990975, -7.458334, -1.291894)
H (-3.448699, -8.066761, -0.161638)
H (0.753919, -7.366575, 3.208590)
H (2.977551, -5.909127, 3.371893)
H (3.192174, -3.650810, 1.754789)
H (-3.869438, -2.421885, -0.379962)
H (-3.786440, 0.319914, -0.241191)
H (-1.568228, 1.653806, -0.055573)
H (0.859067, 1.707846, 0.302024)
H (1.671579, 0.725117, -1.049483)
H (0.906231, 0.373493, 3.024532)
H (2.789307, -0.370829, 4.801811)
H (5.251523, -1.063039, 3.972256)
H (5.877071, -0.940372, 1.336068)
H (4.735874, 0.912504, -1.062327)
H (3.415659, -0.363312, -1.588163)
H (5.034762, -0.952211, -0.970878)
Be (3.159083, 2.413476, 0.868513)
N (-6.561287, 0.852466, 0.693967)
C (-6.800812, -0.332561, 0.049417)
C (-7.930695, -0.177572, -0.717037)
C (-8.386671, 1.151305, -0.533029)
C (-7.521095, 1.764204, 0.340472)
H (-5.798140, 1.026621, 1.328617)
H (-6.149415, -1.181582, 0.192883)
H (-8.378559, -0.936533, -1.341631)
H (-9.252164, 1.609143, -0.989098)
H (-7.506244, 2.766364, 0.740684)
N (-4.414961, 4.162848, -2.513318)
S (-5.064465, 5.523539, -3.002999)
O (-4.292327, 6.722663, -2.807550)
O (-6.494571, 5.652079, -2.882655)
F (-4.911030, 5.321765, -4.576721)
S (-4.342656, 4.082312, -0.947376)
O (-3.482232, 3.031900, -0.463855)
O (-5.592520, 4.248161, -0.175889)
F (-3.504643, 5.382821, -0.535384)
C (11.695982, -0.997082, 5.148160)
C (10.420877, -0.234629, 5.477852)
C (9.167472, -0.842828, 4.844445)
C (9.151584, -0.863685, 3.312960)
C (9.309325, 0.499089, 2.637350)
C (8.183687, 1.470427, 2.964220)
H (11.908814, -0.983382, 4.076581)
H (12.548178, -0.544029, 5.660312)
H (11.622178, -2.038724, 5.472181)
H (10.529690, 0.812619, 5.178714)
H (10.288961, -0.230998, 6.565608)
H (8.289851, -0.299713, 5.210564)
H (9.053863, -1.872561, 5.204073)
H (8.206547, -1.314339, 2.984962)
H (9.941571, -1.529104, 2.949673)
H (9.331797, 0.346043, 1.552370)
H (10.271521, 0.948769, 2.901644)
H (7.215045, 1.054388, 2.672057)
H (8.327292, 2.408760, 2.422030)
H (8.153119, 1.706161, 4.030498)
Br (-4.190495, -6.260554, 0.439915)
Mg (-4.663732, 1.877119, -3.368223)
C (-2.469292, 9.497699, -0.607516)
Cl (-3.562047, 10.520551, 0.335843)
Cl (-2.956193, 7.798637, -0.492871)
Cl (-2.430670, 10.020152, -2.295888)
H (-1.466557, 9.595596, -0.195800)
C (2.546387, 5.558841, -2.739581)
C (2.085210, 6.804985, -2.616942)
C (0.814385, 7.086630, -1.915769)
O (0.390932, 8.221874, -1.804235)
C (0.076550, 5.935039, -1.355564)
C (0.537603, 4.689833, -1.478369)
C (1.807716, 4.407678, -2.178776)
O (2.229815, 3.269557, -2.288722)
H (3.474474, 5.334242, -3.250126)
H (2.614109, 7.659236, -3.021050)
H (-0.850477, 6.158956, -0.845575)
H (0.008271, 3.835344, -1.074034)
Cl (-4.690370, 5.546695, 0.947623)
C (-9.114879, -1.004413, -5.031951)
C (-8.691188, -1.651797, -6.331535)
C (-7.561057, -0.747236, -6.781325)
O (-6.947923, -0.226588, -5.592410)
C (-7.790114, -0.528119, -4.470295)
H (-9.645346, -1.678700, -4.357429)
H (-9.763280, -0.146662, -5.238795)
H (-8.308587, -2.659027, -6.136485)
H (-9.493731, -1.728220, -7.066816)
H (-7.937623, 0.100526, -7.362979)
H (-6.814105, -1.274881, -7.378680)
H (-7.300524, -1.315437, -3.886144)
H (-7.895601, 0.358826, -3.840136)

Force components x, y, z for each atom (eV/Å):
0.6 -0.1 -0.9
-1.2 0.1 0.0
1.3 -1.5 0.8
2.0 -0.6 -3.6
3.5 2.1 1.0
0.4 2.0 -0.8
-3.0 1.2 -2.7
-3.2 -1.6 -0.5
-0.4 -1.9 1.4
2.0 -0.5 1.4
-0.7 -0.9 -1.1
2.8 2.9 2.7
0.0 2.9 0.1
3.7 2.0 0.2
2.7 -1.1 0.2
-0.2 -4.1 -0.2
-3.5 -1.3 -0.3
-0.5 -0.3 0.6
3.0 -1.0 2.4
2.6 -0.7 -0.1
1.4 -0.1 -3.6
-2.3 1.2 -3.2
-3.8 1.0 1.5
0.0 -0.4 1.6
-0.6 -0.9 0.9
-1.4 0.8 0.0
0.8 0.0 -0.7
-3.5 -0.7 2.5
-1.6 -0.5 0.6
0.1 1.7 1.1
-0.3 0.9 -1.4
-0.4 1.6 0.6
-0.7 -0.8 1.4
2.1 -0.2 -0.5
0.1 1.7 -1.2
-1.5 0.4 -1.3
-1.6 -1.3 0.1
1.7 0.8 0.2
1.6 -1.3 0.0
0.2 -2.0 -0.1
0.4 -1.6 -0.6
-0.6 -0.1 1.6
1.8 -0.5 -0.9
0.0 0.1 -2.0
-1.4 0.5 -1.0
-1.9 0.5 0.8
-0.7 -1.4 0.2
1.4 0.7 1.3
-1.0 1.5 0.2
0.2 0.1 0.2
0.1 0.0 -0.1
0.1 -0.1 0.0
0.2 -0.1 0.0
0.0 0.2 0.0
0.0 0.1 0.0
-0.2 0.0 0.0
-0.1 0.0 0.0
0.0 0.1 0.1
0.1 0.0 0.1
-0.1 -0.1 0.0
0.2 -1.0 1.5
-2.7 5.7 -4.0
-0.2 -2.0 0.6
1.4 -1.2 0.9
0.4 -1.1 0.7
4.0 -3.0 -0.7
-1.3 0.7 -1.0
0.3 1.0 -0.6
3.6 -2.3 -7.2
0.1 0.1 0.0
-0.1 -0.1 0.1
-0.1 0.1 0.0
0.2 0.0 0.0
-0.1 -0.1 -0.1
0.1 0.1 0.0
0.0 0.0 0.1
0.0 -0.1 -0.1
0.0 0.0 -0.1
0.0 0.0 0.0
0.0 0.1 -0.1
0.0 0.0 0.0
0.0 0.1 0.0
0.0 0.0 0.0
-0.1 0.0 0.0
0.1 0.0 0.1
0.0 -0.1 0.0
0.0 0.0 0.1
-0.1 0.0 0.1
-0.1 0.0 -0.1
-0.6 0.7 0.9
-0.2 -0.2 0.0
0.1 0.3 -0.1
0.1 -0.1 0.0
0.3 1.0 0.2
0.0 -0.1 0.2
-0.2 -0.1 -0.1
0.0 0.3 0.0
0.2 -0.2 -0.1
-0.1 0.5 0.0
0.1 -0.4 0.1
-0.1 -0.4 0.1
-0.2 0.2 0.1
0.2 -0.3 -0.1
-0.1 0.2 0.1
0.0 0.0 0.0
0.0 0.0 0.0
0.0 0.1 0.0
0.0 0.0 0.0
-6.0 2.3 9.4
-0.4 0.3 0.2
0.1 -0.4 -0.1
0.1 0.3 -0.3
-0.2 0.0 0.2
0.3 -0.1 0.1
0.1 0.1 0.0
0.0 -0.1 0.1
0.0 0.1 -0.1
0.1 0.0 0.0
0.0 -0.1 -0.1
0.0 0.1 0.1
-0.1 0.0 0.1
0.1 0.0 0.0

Results of the Mulliken charge analysis, in e, for atoms 1 through 5:
1. C -1.10
2. C 0.96
3. C -1.18
4. N -0.22
5. C -0.29